The following is a DFT calculation (ωB97M-V/def2-TZVPD) of a structure of composition C22H27NiO2 at a distorted geometry.

- spin multiplicity = 3
- charge = -1
- LUMO energy (spin up / spin down) (eV) = 2.68 / 2.68
- molar mass (g/mol) = 382.149

CARTESIAN COORDINATES (ANGSTROEM)
C 0.832239 -1.638397 1.732491
C -0.802902 -1.765325 1.651061
C -1.080293 -2.108024 0.343969
H -1.411077 -1.325784 2.420038
C 0.139738 -2.369353 -0.355437
C 1.256719 -1.998179 0.416254
H 2.275887 -2.092633 0.205495
H 1.380336 -1.231455 2.529363
H -2.064850 -2.247973 0.032909
H 0.194024 -2.753747 -1.347559
C -1.150776 2.123366 0.179061
C -1.206416 1.695314 1.459873
C 0.321491 1.572775 1.881501
H -1.905245 1.223542 2.081448
C 1.124547 2.013693 0.744434
C 0.196426 2.388458 -0.231883
H 0.463015 2.774951 -1.197872
H -2.031068 2.254548 -0.378077
H 0.769015 1.273796 2.874795
H 2.146714 2.090587 0.786324
Ni -0.007307 -0.000299 -0.036539
O -0.783792 0.074534 -1.666936
C -1.107130 -0.759297 -2.731578
C 0.029706 -0.948178 -3.667803
H -1.463720 -1.751639 -2.371058
H -1.960733 -0.317779 -3.278399
H 0.775977 -1.687083 -3.345920
H 0.954950 -2.023876 -5.904868
C 0.733095 -0.961824 -6.007339
C 0.226029 -0.276608 -4.847529
C -0.060340 1.124936 -5.031829
H -0.432158 1.689185 -4.176558
C 0.139403 1.748308 -6.243590
H -0.087941 2.808091 -6.337954
C 0.623457 1.039707 -7.343424
H 0.773022 1.543263 -8.295876
C 0.915618 -0.319729 -7.213229
H 1.293733 -0.879318 -8.064630
C -1.033397 0.944466 4.199050
C -0.036419 -0.029150 3.723045
C 1.471478 0.126132 4.347644
C -0.375969 -1.377373 4.305023
O 0.021973 0.039105 2.013642
H -0.916553 0.882900 5.313819
H -2.093108 0.654227 4.058385
H -0.934109 2.023709 4.031381
H 1.264473 0.187371 5.460553
H 2.171622 -0.730825 4.280339
H 2.073527 1.011565 4.198666
H -1.418478 -1.694784 4.306193
H 0.253885 -2.233566 4.101882
H -0.264118 -1.227029 5.413247

Forces on atoms 1 to 3 (eV/Å):
-3.24 -3.32 -2.77
3.26 -1.60 -0.19
1.76 -0.77 1.38